A molecular structure, C17H24F6LaN5O6, computed with ωB97M-V with the def2-TZVPD basis set.

Geometry as ORCA input:
```
! wB97M-V def2-TZVPD RIJCOSX def2/J DEFGRID3
* xyz 0 1
La -0.070 -0.074 -0.138
N -0.199 0.264 2.576
C -0.378 -0.860 3.500
C 0.152 -2.138 2.862
N -0.480 -2.449 1.572
C -1.890 -2.844 1.727
C -2.893 -1.698 1.539
N -2.511 -0.873 0.395
C 0.288 -3.526 0.922
C -0.007 -3.660 -0.566
N 0.388 -2.427 -1.252
H 0.750 0.620 2.652
H -0.820 1.032 2.800
H -1.436 -0.969 3.729
H 0.140 -0.712 4.452
H 0.022 -2.969 3.572
H 1.221 -2.008 2.682
H -2.053 -3.317 2.704
H -2.116 -3.591 0.967
H -2.926 -1.057 2.418
H -3.891 -2.137 1.435
H -2.994 0.020 0.420
H -2.771 -1.310 -0.485
H 0.118 -4.489 1.424
H 1.347 -3.276 1.013
H -1.070 -3.826 -0.753
H 0.526 -4.543 -0.933
H 0.088 -2.448 -2.220
H 1.405 -2.358 -1.254
O 3.846 4.973 1.308
C 3.009 3.962 1.009
C 1.638 4.155 0.838
C 0.854 3.060 0.541
N 1.370 1.837 0.422
C 2.684 1.646 0.580
C 3.543 2.680 0.878
C 3.125 0.179 0.447
O 4.307 -0.095 0.538
O 2.142 -0.639 0.274
C -0.679 3.131 0.385
O -1.202 4.233 0.341
O -1.244 1.983 0.344
H 3.362 5.803 1.348
H 1.170 5.127 0.934
H 4.600 2.494 1.009
C -1.249 2.224 -2.979
C -0.881 0.737 -3.115
O -1.167 -0.046 -2.041
C -1.632 0.159 -4.341
F -1.308 0.754 -5.505
F -2.956 0.310 -4.171
F -1.393 -1.160 -4.489
C 0.649 0.630 -3.369
F 1.307 1.164 -2.283
F 1.135 1.236 -4.446
F 1.060 -0.652 -3.416
H -2.210 2.293 -2.475
H -1.304 2.703 -3.955
H -0.516 2.745 -2.368
*
```

The energy comes out at -2018.50757 Eh. The HOMO energy is -9.3 eV. For the HOMO-LUMO gap, the calculation gives 9.42 eV.